(1)
This record from the OMol25 dataset describes a 2-piece molecular cluster, C2H2F3NO overall. The level of theory is the ωB97M-V functional and the def2-TZVPD basis.

```
9
Properties=species:S:1:pos:R:3:nbo_charge:R:1
C -2.06171 0.18013 0.40869 0.7320
C 1.89756 0.11744 -0.16821 0.9467
N 1.52105 -0.38601 -1.20492 -0.7225
O -1.41415 0.95666 1.00412 -0.5011
F 1.57809 -0.20910 1.10906 -0.3274
F 2.89689 0.92830 -0.06747 -0.2843
F -3.32759 0.43267 0.01061 -0.3420
H -1.81771 -0.88417 0.10218 0.1107
H 0.72757 -1.13592 -1.19407 0.3878
```

Output
- lowest unoccupied orbital energy (eV) = 0.6
- relative energy (zero: lowest compared OMol25 entry of this formula, charge and spin) (kcal per mole) = 32.0
- spin multiplicity = 1
- calculated total energy (Eh) = -506.983028

---

(2)
This record from the OMol25 dataset describes C17H38Be2Br2ClF5NO10PS2 as an isolated structure. The level of theory is the ωB97M-V functional and the def2-TZVPD basis.

```
79
Properties=species:S:1:pos:R:3:mulliken_charge:R:1
C 3.24326 -5.19261 -0.74622 -0.9671
C 4.16253 -4.11657 -0.15365 -0.5870
C 4.50147 -2.97649 -1.12656 -0.9424
C 3.22663 -2.24898 -1.62255 0.7891
C 3.35520 -0.74951 -1.37484 -0.9516
C 2.23593 0.12282 -1.98649 -1.0686
C 0.87162 -0.55701 -2.13103 -0.7417
C 0.18667 -0.77385 -0.79437 -1.0969
N -0.98161 -1.71624 -0.85644 0.2984
P -0.55633 -3.36660 -1.40116 -0.3625
C -0.16562 -4.43373 0.03195 -1.3221
C -2.06575 -4.09395 -2.13407 -0.3095
C -1.55609 -5.03051 -3.26074 -1.3510
S -1.82258 -1.69088 0.53574 1.1266
O -1.00673 -1.57089 1.68424 -0.5591
O -2.80934 -2.70348 0.59453 -0.5840
F -2.63662 -0.26926 0.35659 -0.2661
H 3.83393 -5.97566 -1.22334 0.4461
H 2.66076 -5.63943 0.05864 0.2347
H 2.56818 -4.81037 -1.51313 0.1927
H 3.70197 -3.66414 0.73188 0.2763
H 5.06942 -4.59817 0.21718 0.4281
H 5.04351 -3.43514 -1.95734 0.3385
H 5.18510 -2.28723 -0.62940 0.4553
H 2.34655 -2.68217 -1.14588 -0.5154
H 3.16673 -2.45012 -2.69496 0.2805
H 3.45862 -0.52309 -0.31153 0.3420
H 4.28877 -0.43969 -1.84926 0.4573
H 2.55423 0.44772 -2.97742 0.4309
H 2.10614 1.02844 -1.38694 0.2719
H 0.23601 0.13026 -2.70710 0.4124
H 0.95217 -1.45341 -2.73958 0.3152
H 0.85598 -1.08899 0.00802 0.3238
H -0.21753 0.21161 -0.47735 1.0287
H -1.00041 -4.61874 0.70464 0.5435
H 0.68963 -3.99115 0.54520 0.3904
H 0.20457 -5.36014 -0.40912 0.4588
H -2.66297 -3.31863 -2.62453 0.3219
H -2.64823 -4.63872 -1.40192 0.5921
H -2.34301 -5.66991 -3.64162 0.3599
H -1.11687 -4.39761 -4.03143 0.4028
H -0.72561 -5.62112 -2.86579 0.3517
F -3.84182 -6.35761 -1.76130 0.0787
Be -1.94528 0.98691 -1.15752 0.7054
O -0.81259 2.71882 2.03468 -0.5131
S -2.23519 3.06204 1.97013 1.1692
O -2.49456 4.43578 2.37379 -0.3687
O -3.00812 2.12357 2.77307 -0.5783
O -2.66114 2.97597 0.52968 -0.5393
C 0.83925 5.72204 3.70798 -0.9935
C 1.72466 4.78799 2.91929 -0.0353
O 2.94081 5.45016 2.49530 -0.3207
C 3.90696 5.52734 3.39049 0.3233
O 3.87981 5.11085 4.51017 -0.5115
C 5.13656 6.21356 2.76789 0.8977
F 4.79549 7.30079 2.06725 -0.2462
F 5.76821 5.37398 1.93313 -0.2559
F 6.00457 6.58843 3.70240 -0.2448
H 0.63389 6.62610 3.13312 0.2173
H -0.10454 5.23279 3.94600 0.2809
H 1.31472 6.03006 4.64011 0.3876
H 1.21933 4.47691 2.00867 0.1798
H 1.96196 3.88694 3.48219 0.3045
O -4.55974 -1.88887 -3.23734 -0.6222
H -4.43149 -0.93788 -3.16411 0.2778
H -4.94060 -2.13810 -2.38835 0.3138
Be -5.18786 -6.32882 -1.99682 0.3627
O -8.29360 -5.55860 -1.30873 -0.5956
H -8.89268 -6.18958 -0.89643 0.3119
H -8.68709 -4.69823 -1.13303 0.3101
Br -4.50506 7.33295 1.43513 -0.1388
C -2.83288 8.00856 2.15961 -0.4982
C -1.84118 8.31356 1.06837 -0.6661
Br -1.04368 6.68776 0.36753 -0.1198
H -2.46997 7.26525 2.86306 0.2428
H -3.09954 8.91783 2.69414 0.3926
H -1.00844 8.89519 1.45855 0.3352
H -2.28455 8.83916 0.22925 0.4201
Cl -5.33487 -8.58025 -0.91020 -0.5081
```

Output
- lowest unoccupied orbital energy (eV) = -4.9
- spin multiplicity = 1
- calculated total energy (Eh) = -8752.264094

---

(3)
This record from the OMol25 dataset describes a 2-piece molecular cluster, C10H14N3 overall. The level of theory is the ωB97M-V functional and the def2-TZVPD basis.

```
27
Properties=species:S:1:pos:R:3:mulliken_charge:R:1
C 1.92800 -2.47463 1.78018 -0.3701
C 1.07774 -3.01804 0.84408 -0.4084
C 2.22540 -1.10283 1.72661 -0.7409
C 0.42307 -2.26043 -0.08319 -0.6106
C 1.54060 -0.25133 0.84622 -0.3071
C 0.77859 -0.86484 -0.13194 0.9697
C -1.78715 0.36923 -0.28911 0.4556
C 0.19776 0.01550 -1.13017 -0.4397
C 0.07422 1.40871 -1.18293 -0.0373
C -0.32394 2.25509 -2.31205 -1.5263
N -2.50389 -0.56743 -0.63311 -0.5966
N -1.96015 1.03918 0.76374 -0.1345
N -1.07862 2.11062 1.16923 -0.4301
H 2.43817 -3.23045 2.43721 0.3293
H 0.76782 -4.10056 0.96849 0.3170
H 2.86763 -0.65544 2.46587 0.4005
H 0.00508 -2.68746 -0.96326 0.3683
H 1.64381 0.79831 0.97380 0.4199
H -0.02169 -0.60788 -2.03365 0.5801
H 0.33583 1.89992 -0.30083 0.5717
H 0.33835 2.19038 -3.10460 0.4127
H -0.57521 3.31147 -2.04960 0.3333
H -1.22049 1.91251 -2.83942 0.3411
H -2.06185 -1.24887 -1.20137 0.3113
H -2.91437 0.98126 1.17812 0.2966
H -0.59124 1.79555 1.96640 0.2566
H -1.60349 2.98246 1.13527 0.2379
```

Output
- lowest unoccupied orbital energy (eV) = -4.5
- relative energy (zero: lowest compared OMol25 entry of this formula, charge and spin) (kcal per mole) = 120.7
- spin multiplicity = 1
- charge = +1
- calculated total energy (Eh) = -553.304372

---

(4)
This record from the OMol25 dataset describes a 5-piece molecular cluster, C43H53BCl2N4O11Si overall. The level of theory is the ωB97M-V functional and the def2-TZVPD basis.

```
115
Properties=species:S:1:pos:R:3:mulliken_charge:R:1
C 2.30426 6.20810 -1.21876 -1.3595
C 1.65204 4.84354 -1.39752 -0.1628
O 2.29770 3.86295 -0.54644 -0.5415
B 1.57800 2.69100 -0.39486 0.1362
O 0.85601 2.19771 -1.48106 -0.7216
Si 1.47486 1.70797 1.36014 0.1761
C -0.18677 2.27526 2.10386 -0.4914
C -0.11549 3.41887 3.07999 0.7032
C -0.01215 4.71505 2.62799 -0.1655
C 0.04288 5.79155 3.45637 -0.7469
C -0.00248 5.59498 4.81476 -0.7096
C -0.13102 4.32510 5.28116 -0.6969
C -0.19365 3.23493 4.45144 1.4604
C -0.36284 1.89462 5.13336 -1.8399
O 1.23149 0.08477 1.02360 -0.3787
C 2.38118 -0.65973 0.63803 -1.4441
C 2.48466 -0.91856 -0.87616 1.7755
C 1.74485 -2.25537 -1.15774 -1.9571
C 3.97177 -1.14613 -1.19467 0.3866
C 4.80459 0.15893 -1.07160 -1.0933
C 4.16813 -1.68880 -2.62854 -1.9137
C 2.99600 2.06071 2.42800 -0.1701
Cl 2.84677 1.27596 4.04956 -0.1566
C 3.34204 3.61541 2.50566 1.1107
C 4.78652 3.82814 1.99862 -1.4732
Cl 3.33024 4.22848 4.19324 -0.1570
H 1.63209 6.96295 -1.63410 0.3922
H 3.23035 6.22747 -1.79285 0.3359
H 2.45881 6.46767 -0.17127 0.2922
H 1.80192 4.54520 -2.43676 0.3389
H 0.58594 4.90842 -1.17485 0.3206
H 1.48922 2.09509 -2.20646 0.2859
H -0.67942 1.40338 2.53362 -0.1174
H -0.80183 2.57512 1.24600 0.6432
H 0.02059 4.84816 1.54657 0.3503
H 0.12629 6.77568 3.00980 0.4271
H 0.06783 6.44765 5.47760 0.3889
H -0.17196 4.18422 6.35652 0.4333
H -0.52889 1.07933 4.43408 -0.2097
H 0.45707 1.66215 5.81129 0.3975
H -1.27809 1.94430 5.73360 0.5777
H 3.33345 -0.24435 0.98963 0.1987
H 2.29606 -1.64200 1.11516 0.3431
H 2.11081 -0.10591 -1.49869 -0.0225
H 0.87385 -2.28068 -0.49523 0.4670
H 2.36826 -3.08883 -0.82862 0.3658
H 1.43327 -2.35812 -2.19513 0.4240
H 4.42996 -1.88581 -0.52837 0.2295
H 5.30386 0.20055 -0.09697 0.3005
H 4.18270 1.05951 -1.12863 0.0547
H 5.60303 0.21046 -1.81088 0.4535
H 3.84605 -2.73004 -2.68205 0.4076
H 5.21165 -1.62713 -2.93478 0.5979
H 3.58885 -1.07045 -3.32339 0.3609
H 3.89079 1.60344 2.01060 0.6085
H 2.69875 4.20561 1.85848 -0.2759
H 5.42048 2.95991 2.17891 0.3437
H 5.20968 4.71932 2.45633 0.4409
H 4.73426 3.99309 0.91713 0.3249
C -4.01046 -1.14470 -0.56288 -0.9567
C -5.01081 -1.85102 0.09079 -0.2328
C -5.32916 -1.55063 1.40536 -0.7017
C -4.64444 -0.53941 2.04979 0.0061
C -3.63845 0.16406 1.41898 -0.4517
C -3.31891 -0.14036 0.10427 -0.2040
N -4.99444 -0.20243 3.43783 1.0674
O -5.86888 -0.85412 3.97438 -0.6228
O -4.39027 0.70946 3.96751 -0.6253
H -3.76638 -1.38033 -1.59068 0.4316
H -5.54389 -2.63971 -0.42326 0.6216
H -6.10483 -2.10567 1.91347 0.5047
H -3.10219 0.94502 1.93960 0.6404
H -2.53214 0.40557 -0.40006 0.4905
C 5.32443 -4.63263 -8.22785 -0.3922
C 4.60496 -3.98855 -7.22990 -0.5216
C 5.17134 -2.92879 -6.54005 -0.1071
C 6.45428 -2.52602 -6.86463 -0.0019
C 7.18673 -3.16102 -7.85089 -0.3901
C 6.61490 -4.22174 -8.53487 -0.4287
N 7.04902 -1.38692 -6.14950 1.0085
O 6.38453 -0.86448 -5.27593 -0.5968
O 8.16430 -1.03474 -6.47419 -0.6027
H 4.87762 -5.45693 -8.76869 0.3750
H 3.60058 -4.31092 -6.99103 0.3833
H 4.61184 -2.42770 -5.76306 0.4538
H 8.18955 -2.83945 -8.09150 0.4434
H 7.17464 -4.72651 -9.31044 0.3728
C 0.21389 -2.86447 5.48600 -0.7977
C -0.50411 -4.04058 5.66302 -0.3781
C -1.36138 -4.48819 4.67000 -0.6030
C -1.48363 -3.74863 3.50838 -0.2635
C -0.78028 -2.57041 3.31891 -0.2566
C 0.07328 -2.12800 4.31670 -0.3321
N -2.37290 -4.22447 2.43678 1.1184
O -2.99839 -5.24908 2.62261 -0.6470
O -2.41996 -3.55164 1.42794 -0.5756
H 0.88642 -2.52108 6.26168 0.4331
H -0.39350 -4.61105 6.57525 0.3752
H -1.91979 -5.40269 4.80783 0.4817
H -0.88744 -1.99856 2.40718 0.7766
H 0.63191 -1.21030 4.18088 0.6503
C -10.81027 -0.72062 -1.22070 -0.3917
C -10.90272 -0.81914 -2.60267 -0.4451
C -9.89578 -1.44059 -3.32366 -0.3703
C -8.80732 -1.96029 -2.64656 0.0674
C -8.69759 -1.86314 -1.27107 -0.0479
C -9.70683 -1.23869 -0.55628 -0.5589
N -7.75056 -2.64225 -3.41165 1.0086
O -7.87396 -2.69077 -4.61854 -0.6053
O -6.81792 -3.12059 -2.79509 -0.5912
H -11.60101 -0.23932 -0.65972 0.3817
H -11.76230 -0.41376 -3.11889 0.3730
H -9.96861 -1.51729 -4.39862 0.4491
H -7.84383 -2.26587 -0.74690 0.3337
H -9.63418 -1.15866 0.51993 0.4037
```

Output
- lowest unoccupied orbital energy (eV) = -0.6
- spin multiplicity = 1
- calculated total energy (Eh) = -3951.483243